1.
Here is C33H31As2N4SY as an isolated structure from the Open Molecules 2025 dataset. Energies are from the ωB97M-V functional and the def2-TZVPD basis.

```
! RIJCOSX wB97M-V def2-TZVPD def2/J DEFGRID3
* xyz 2 1
Y 0.236 -1.472 0.727
N 0.819 -2.820 5.267
C 0.641 -2.681 3.955
S -0.159 -1.224 3.416
N 1.064 -3.659 3.200
N 0.957 -3.518 1.870
C 1.279 -4.564 1.195
C 1.232 -4.577 -0.253
C 1.539 -5.752 -0.931
C 1.469 -5.776 -2.313
C 1.102 -4.616 -2.978
C 0.827 -3.481 -2.237
N 0.883 -3.442 -0.900
H 0.493 -2.126 5.915
H 1.229 -3.672 5.615
H 1.586 -5.464 1.717
H 1.826 -6.628 -0.366
H 1.698 -6.680 -2.861
H 1.029 -4.583 -4.055
H 0.556 -2.561 -2.739
C -1.133 2.052 -0.701
C 0.351 2.354 -0.502
As 1.229 1.309 0.931
C 0.168 1.935 2.441
C -1.200 1.662 2.485
C -1.952 2.006 3.597
C -1.331 2.581 4.696
C 0.029 2.851 4.662
C 0.776 2.542 3.534
C 2.914 2.263 1.073
C 2.935 3.642 1.264
C 4.152 4.294 1.370
C 5.339 3.577 1.280
C 5.317 2.205 1.086
C 4.102 1.543 0.987
As -1.627 0.147 -0.986
C -0.828 -0.108 -2.745
C 0.565 -0.104 -2.834
C 1.192 -0.236 -4.064
C 0.426 -0.401 -5.210
C -0.958 -0.439 -5.124
C -1.587 -0.293 -3.895
C -3.525 0.411 -1.326
C -3.928 1.400 -2.221
C -5.278 1.621 -2.434
C -6.223 0.858 -1.758
C -5.821 -0.130 -0.874
C -4.470 -0.356 -0.654
H -1.486 2.591 -1.580
H -1.721 2.406 0.145
H 0.472 3.406 -0.240
H 0.909 2.191 -1.424
H -1.694 1.138 1.671
H -3.014 1.801 3.616
H -1.908 2.801 5.583
H 0.515 3.302 5.517
H 1.836 2.757 3.510
H 2.011 4.201 1.340
H 4.177 5.363 1.531
H 6.286 4.092 1.363
H 6.243 1.650 1.018
H 4.070 0.469 0.845
H 1.174 0.005 -1.936
H 2.272 -0.209 -4.130
H 0.913 -0.499 -6.172
H -1.554 -0.584 -6.016
H -2.666 -0.332 -3.831
H -3.199 1.986 -2.766
H -5.592 2.390 -3.127
H -7.277 1.035 -1.925
H -6.559 -0.726 -0.354
H -4.149 -1.125 0.040
*
```

Properties
Electronic energy   -174227.908 eV
Frontier orbital gap   0.2610 hartree
Relative energy (zero: lowest compared OMol25 entry of this formula, charge and spin)   0.0 kJ/mol

How positive or negative is each atom? The Mulliken charges in e answer that: Y 0.788; N -0.342; C 0.572; S -0.285; N -1.204; N 0.490; C -0.524; C 0.810; C -0.949; C -0.358; C -0.939; C 0.318; N -0.085; H 0.200; H 0.249; H 0.370; H 0.429; H 0.468; H 0.456; H 0.273; C -1.151; C -1.119; As 1.261; C 0.606; C 0.108; C -0.974; C -0.624; C -0.760; C -0.812; C 0.352; C -0.135; C -0.795; C -0.496; C -0.652; C -0.508; As 1.204; C 0.823; C -0.474; C -0.867; C -0.696; C -0.720; C -0.490; C 0.335; C -0.284; C -0.777; C -0.481; C -0.638; C -0.495; H 0.554; H 0.711; H 0.606; H 0.497; H 0.260; H 0.445; H 0.419; H 0.437; H 0.467; H 0.344; H 0.415; H 0.410; H 0.402; H 0.314; H 0.480; H 0.455; H 0.439; H 0.444; H 0.482; H 0.349; H 0.419; H 0.414; H 0.416; H 0.345

2.
Here is C33H31AsBCaCl7F4O6S as an isolated structure from the Open Molecules 2025 dataset. Energies are from the ωB97M-V functional and the def2-TZVPD basis.

```
! RIJCOSX wB97M-V def2-TZVPD def2/J DEFGRID3
* xyz -2 1
Ca -0.053 2.816 0.744
Cl -1.565 -0.773 -0.288
C -0.215 -1.141 -1.353
Cl 0.607 0.358 -1.815
H -0.599 -1.630 -2.245
H 0.490 -1.766 -0.802
O 0.878 2.600 4.616
C 0.667 2.848 3.427
O 0.239 2.017 2.577
C 0.986 4.279 2.877
O 1.554 5.082 3.615
O 0.648 4.471 1.675
Cl 3.120 1.649 0.477
C 2.792 2.687 -0.856
C 1.494 3.173 -0.978
C 1.311 4.092 -2.006
Cl -0.235 4.809 -2.143
C 2.324 4.485 -2.878
Cl 2.054 5.670 -4.098
C 3.591 3.931 -2.749
Cl 4.869 4.394 -3.805
C 3.827 3.025 -1.724
Cl 5.409 2.355 -1.538
C -4.112 -2.262 -5.202
C -3.460 -1.429 -4.103
C -2.969 -0.089 -4.611
S -2.173 0.870 -3.197
O -1.491 1.979 -3.862
C -3.747 1.540 -2.472
C -3.899 3.021 -2.755
C -4.231 3.293 -4.217
H -4.422 -3.232 -4.820
H -3.416 -2.422 -6.022
H -4.989 -1.758 -5.600
H -2.608 -1.970 -3.690
H -4.172 -1.290 -3.290
H -3.762 0.508 -5.054
H -2.172 -0.215 -5.344
H -3.666 1.365 -1.400
H -4.580 0.959 -2.865
H -2.961 3.519 -2.502
H -4.676 3.418 -2.098
H -3.377 3.024 -4.833
H -4.440 4.350 -4.365
H -5.106 2.721 -4.532
O 1.031 -0.682 1.257
As 1.514 -1.963 2.079
C 3.331 -2.368 1.447
C 4.218 -1.343 1.769
C 5.488 -1.306 1.228
C 5.895 -2.306 0.359
C 5.023 -3.331 0.035
C 3.742 -3.356 0.563
C 1.598 -1.703 4.006
C 2.026 -2.703 4.870
C 2.021 -2.476 6.235
C 1.593 -1.254 6.737
C 1.175 -0.255 5.874
C 1.169 -0.483 4.506
C 0.177 -3.387 1.854
C -1.029 -3.054 2.475
C -2.129 -3.879 2.376
C -2.049 -5.055 1.642
C -0.860 -5.387 1.007
C 0.242 -4.555 1.103
H 3.875 -0.554 2.431
H 6.149 -0.485 1.459
H 6.881 -2.275 -0.079
H 5.334 -4.105 -0.654
H 3.069 -4.155 0.276
H 2.361 -3.655 4.468
H 2.354 -3.251 6.913
H 1.589 -1.090 7.805
H 0.867 0.715 6.230
H 0.836 0.296 3.822
H -1.086 -2.110 3.008
H -3.056 -3.607 2.858
H -2.915 -5.692 1.535
H -0.798 -6.297 0.423
H 1.151 -4.816 0.576
F -2.785 3.509 2.090
B -2.922 3.344 0.738
F -2.636 4.500 0.047
F -4.205 2.913 0.442
F -2.003 2.332 0.290
*
```

Properties
Electronic energy   -236335.137 eV
Frontier orbital gap   0.2259 hartree
Relative energy (zero: lowest compared OMol25 entry of this formula, charge and spin)   282.2 kJ/mol

How positive or negative is each atom? The Mulliken charges in e answer that: Ca 1.952; Cl -0.091; C -0.065; Cl -0.061; H 0.427; H -0.164; O -0.719; C 0.558; O -0.909; C 0.618; O -0.755; O -0.875; Cl -0.048; C 1.086; C -2.304; C 1.278; Cl -0.262; C -0.385; Cl -0.247; C 0.645; Cl -0.253; C -0.240; Cl -0.246; C -1.461; C 0.196; C -1.013; S 0.663; O -0.687; C -0.912; C 0.134; C -1.456; H 0.405; H 0.320; H 0.333; H 0.018; H 0.327; H 0.365; H 0.490; H 0.206; H 0.575; H -0.139; H 0.570; H 0.273; H 0.441; H 0.290; O 0.857; As 0.155; C 0.489; C -0.850; C -0.731; C -0.424; C -0.749; C 0.103; C -0.233; C -0.460; C -0.550; C -0.382; C -0.602; C 0.028; C 0.544; C -0.825; C -0.713; C -0.400; C -0.706; C 0.028; H 0.480; H 0.409; H 0.367; H 0.389; H 0.257; H 0.358; H 0.358; H 0.368; H 0.534; H 0.184; H 0.441; H 0.401; H 0.360; H 0.395; H 0.239; F -0.345; B 0.259; F -0.373; F -0.380; F -0.159

3.
Here is C33H31HfN10O6S as an isolated structure from the Open Molecules 2025 dataset. Energies are from the ωB97M-V functional and the def2-TZVPD basis.

```
! RIJCOSX wB97M-V def2-TZVPD def2/J DEFGRID3
* xyz 1 1
Hf 12.470 9.991 14.522
C 7.555 14.031 19.498
O 8.869 14.034 18.933
C 9.036 14.832 17.835
C 10.328 14.994 17.380
C 10.557 15.694 16.231
C 9.512 16.267 15.524
C 8.260 16.291 16.072
C 8.010 15.555 17.215
N 9.675 16.844 14.236
N 10.457 16.363 13.410
C 11.084 15.098 13.589
C 12.444 15.107 13.366
C 13.270 13.956 13.389
C 12.644 12.788 13.659
O 13.281 11.619 13.641
C 11.260 12.779 13.948
N 10.831 11.600 14.478
C 9.591 11.534 14.960
C 8.684 12.547 14.711
C 9.081 13.724 14.089
C 10.458 13.896 13.845
H 7.618 13.465 20.453
H 6.886 13.526 18.791
H 7.223 15.052 19.714
H 11.155 14.521 17.908
H 11.552 15.905 15.884
H 7.520 16.936 15.616
H 7.057 15.558 17.680
H 12.868 16.097 13.263
H 14.340 13.962 13.295
H 9.322 10.624 15.506
H 7.620 12.330 14.941
H 8.424 14.538 13.946
N 16.086 11.051 13.379
N 15.997 9.864 12.593
C 15.418 8.741 12.924
N 15.781 7.601 12.281
N 14.404 8.749 13.806
N 14.210 7.728 14.656
O 12.984 7.677 15.001
O 15.053 7.013 15.114
H 16.243 10.764 14.339
H 15.180 11.565 13.415
H 16.661 9.877 11.805
H 16.557 7.625 11.651
H 15.165 6.798 12.263
S 15.261 12.065 17.564
C 14.329 11.016 16.856
N 13.696 10.237 16.201
C 9.227 12.046 7.632
C 8.514 11.351 8.775
C 7.317 11.927 9.200
C 6.622 11.413 10.280
C 7.081 10.253 10.875
C 8.341 9.723 10.501
N 8.985 8.680 11.248
C 8.485 7.915 12.279
C 7.343 7.141 12.065
C 6.838 6.327 13.075
C 7.401 6.201 14.354
C 8.513 6.985 14.577
C 9.062 7.821 13.574
C 10.284 8.552 13.908
O 10.536 9.030 15.064
O 11.163 8.821 13.001
C 9.051 10.205 9.401
C 10.403 9.693 8.974
H 8.618 12.916 7.385
H 9.331 11.462 6.768
H 10.219 12.428 7.941
H 6.939 12.782 8.668
H 5.689 11.882 10.566
H 6.568 9.809 11.716
H 9.998 8.802 11.277
H 6.844 7.178 11.092
H 5.973 5.717 12.801
H 7.017 5.466 15.039
H 8.968 6.885 15.554
H 10.460 8.606 8.901
H 11.170 9.936 9.707
H 10.727 10.064 8.019
*
```

Properties
Electronic energy   -74047.054 eV
Frontier orbital gap   0.2321 hartree
Relative energy (zero: lowest compared OMol25 entry of this formula, charge and spin)   57.3 kJ/mol

How positive or negative is each atom? The Mulliken charges in e answer that: Hf 1.956; C -0.873; O -0.420; C 0.787; C -0.577; C 0.029; C -0.423; C -0.609; C -0.429; N -0.451; N -0.502; C -0.425; C -0.317; C -1.111; C 0.998; O -0.835; C 0.781; N -0.313; C -0.218; C -1.349; C -0.631; C 0.434; H 0.236; H 0.351; H 0.360; H 0.513; H 0.581; H 0.464; H 0.526; H 0.463; H 0.527; H 0.819; H 0.535; H 1.002; N -0.741; N 0.006; C 0.471; N -0.411; N -0.316; N 0.974; O -0.653; O -0.543; H 0.296; H 0.418; H 0.232; H 0.194; H 0.228; S -0.360; C 0.628; N -0.888; C -1.720; C 1.065; C -0.935; C -1.040; C -0.530; C 0.659; N -0.194; C -0.180; C -0.139; C -0.370; C -0.990; C -0.442; C 0.187; C 1.647; O -0.964; O -0.907; C 0.477; C -1.622; H 0.393; H 0.405; H 0.330; H 0.344; H 0.466; H 0.491; H 0.250; H 0.505; H 0.362; H 0.458; H 0.440; H 0.409; H 0.276; H 0.456